No. 1
C8H11ClN | ωB97M-V/def2-TZVPD

Element x y z (Å)
C (2.084, -2.071, -0.031)
C (0.691, -2.324, -0.047)
C (2.574, -0.736, -0.035)
C (-0.151, -1.236, 0.051)
C (1.662, 0.335, 0.037)
C (-1.795, 0.910, 1.215)
C (-1.456, 1.317, -1.255)
C (-0.683, 1.086, 0.127)
N (0.313, 0.014, 0.148)
Cl (2.225, 1.973, 0.132)
H (2.583, -2.992, -0.225)
H (0.519, -3.396, -0.101)
H (3.569, -0.416, -0.059)
H (-1.275, -1.175, 0.085)
H (-2.532, 0.220, 0.775)
H (-2.140, 1.819, 1.377)
H (-1.472, 0.361, 2.150)
H (-2.253, 0.717, -1.502)
H (-0.682, 1.299, -2.026)
H (-1.736, 2.273, -1.298)
H (-0.046, 2.023, 0.481)

Properties
HOMO level = -14.45 eV
molecular weight = 156.64 u
charge = +1
frontier orbital gap = 9.769 eV
LUMO = -4.6772 eV

Okay, here come the natural (NBO) numbers, in e, for every atom: C -0.08; C -0.23; C -0.22; C 0.11; C 0.22; C -0.60; C -0.61; C -0.05; N -0.30; Cl 0.14; H 0.25; H 0.27; H 0.26; H 0.25; H 0.20; H 0.23; H 0.23; H 0.23; H 0.22; H 0.24; H 0.25

No. 2
C8H11ClN2O2 | ωB97M-V/def2-TZVPD

Element x y z (Å)
C (-2.227, -0.519, -2.485)
C (-0.614, 0.236, -0.781)
C (-1.230, -0.321, 1.293)
C (0.840, 0.480, 1.100)
C (2.102, 1.075, 1.659)
C (0.589, 0.734, -0.312)
C (1.664, 1.288, -1.305)
C (2.476, 0.142, -1.918)
H (-2.306, -0.545, -3.626)
H (-2.070, -1.524, -2.026)
H (-3.147, 0.021, -2.125)
H (2.935, 0.404, 1.410)
H (2.200, 2.137, 1.214)
H (1.756, 1.012, 2.742)
H (1.086, 1.580, -2.231)
H (2.215, 2.089, -0.864)
H (3.229, 0.588, -2.622)
H (1.687, -0.423, -2.282)
H (4.048, -0.363, -0.628)
N (-1.521, -0.295, 0.015)
N (-0.017, -0.080, 1.900)
O (-0.911, 0.226, -2.147)
O (3.247, -0.825, -1.079)
Cl (-2.421, -0.956, 2.349)

Properties
HOMO level = -9.09 eV
molecular weight = 202.64 u
charge = 0
frontier orbital gap = 9.765 eV
LUMO = 0.6723 eV

Okay, here come the natural (NBO) numbers, in e, for every atom: C -0.26; C 0.53; C 0.39; C 0.31; C -0.67; C -0.16; C -0.45; C -0.06; H 0.20; H 0.21; H 0.21; H 0.24; H 0.23; H 0.25; H 0.25; H 0.21; H 0.17; H 0.19; H 0.46; N -0.52; N -0.49; O -0.53; O -0.74; Cl 0.04

No. 3
C8H11F2O4S | ωB97M-V/def2-TZVPD

Element x y z (Å)
C (-1.346, -3.548, 2.094)
C (-0.925, -0.968, -1.311)
C (1.750, 2.509, -0.014)
C (0.745, 1.821, 0.953)
C (1.463, 1.761, -1.312)
C (-0.545, 1.653, 0.061)
C (0.034, 1.083, -1.230)
C (-0.634, -2.357, -0.945)
O (0.507, -1.755, 1.823)
O (-2.004, -0.450, -1.580)
O (-1.787, -0.919, 1.637)
O (0.225, -0.279, -1.222)
F (-1.451, -3.359, -1.304)
F (0.677, -2.792, -1.105)
S (-0.845, -2.054, 1.408)
H (-2.456, -3.483, 2.029)
H (-0.714, -4.290, 1.599)
H (1.455, 3.510, -0.216)
H (2.673, 2.359, 0.438)
H (1.309, 0.928, 1.273)
H (0.782, 2.431, 1.886)
H (1.718, 2.336, -2.289)
H (2.267, 0.974, -1.457)
H (-1.133, 0.880, 0.637)
H (-1.012, 2.710, 0.071)
H (-0.754, 1.298, -1.925)

Properties
HOMO level (alpha / beta) = -4.02 / -4.02 eV
molecular weight = 241.24 u
charge = -1
frontier orbital gap (alpha / beta) = 7.428 / 7.427 eV
LUMO (alpha / beta) = 3.4034 / 3.4034 eV

Okay, here come the natural (NBO) numbers, in e, for every atom: C -1.03; C 0.65; C -0.42; C -0.40; C -0.43; C -0.47; C 0.05; C 0.44; O -0.96; O -0.61; O -0.97; O -0.49; F -0.32; F -0.35; S 1.94; H 0.21; H 0.21; H 0.18; H 0.20; H 0.22; H 0.20; H 0.20; H 0.22; H 0.29; H 0.21; H 0.21

No. 4
C8H11N2 | ωB97M-V/def2-TZVPD

Element x y z (Å)
C (0.985, -0.551, -1.905)
C (-0.131, -1.019, -1.414)
C (1.044, 1.173, -0.276)
C (-1.131, -1.863, 0.594)
C (-1.671, -0.650, 1.379)
C (-1.162, -1.669, -0.902)
C (-0.995, 0.600, 0.910)
C (1.823, 2.230, 0.533)
N (0.068, 0.566, 0.277)
N (1.481, 0.674, -1.514)
H (1.637, -1.149, -2.551)
H (-1.748, -2.730, 0.783)
H (-0.105, -2.106, 0.840)
H (-2.685, -0.620, 1.206)
H (-1.608, -0.882, 2.470)
H (-2.164, -1.827, -1.344)
H (-1.740, 1.436, 0.860)
H (1.769, 1.914, 1.524)
H (2.869, 2.322, 0.396)
H (1.255, 3.069, 0.258)
H (2.210, 1.082, -2.122)

Properties
HOMO level = -12.80 eV
molecular weight = 135.19 u
charge = +1
frontier orbital gap = 8.436 eV
LUMO = -4.3621 eV

Okay, here come the natural (NBO) numbers, in e, for every atom: C -0.13; C 0.06; C 0.54; C -0.42; C -0.48; C -0.21; C 0.27; C -0.65; N -0.38; N -0.51; H 0.25; H 0.24; H 0.23; H 0.24; H 0.28; H 0.25; H 0.21; H 0.25; H 0.26; H 0.25; H 0.45

No. 5
C8H11N2O3SSi | ωB97M-V/def2-TZVPD

Element x y z (Å)
C (-2.047, 1.253, -2.649)
C (-1.221, 0.417, -1.904)
C (-0.900, 0.571, -0.610)
C (-0.645, -0.975, -2.357)
C (0.017, -0.621, -0.171)
C (2.946, -0.400, 1.823)
C (-1.288, 3.307, -0.358)
C (1.443, 0.071, 1.676)
N (-2.772, 2.012, -3.158)
N (0.055, -1.394, -1.314)
O (-1.002, -1.568, -3.383)
O (-0.602, -1.435, 0.844)
O (1.154, -0.084, 0.303)
Si (-0.344, -2.971, 0.534)
S (-1.292, 1.779, 0.633)
H (3.456, 0.291, 1.145)
H (3.250, -0.128, 2.836)
H (3.072, -1.387, 1.492)
H (-0.467, 3.140, -1.032)
H (-1.247, 4.099, 0.368)
H (-2.292, 3.601, -0.798)
H (1.346, 1.170, 1.931)
H (0.630, -0.417, 2.262)
H (-1.009, -3.375, 1.866)
H (0.942, -3.232, 0.490)
H (-1.184, -3.727, -0.470)

Properties
HOMO level = -5.07 eV
molecular weight = 243.34 u
charge = -1
frontier orbital gap = 7.812 eV
LUMO = 2.7454 eV

Okay, here come the natural (NBO) numbers, in e, for every atom: C 0.31; C -0.34; C -0.06; C 0.67; C 0.62; C -0.62; C -0.74; C -0.07; N -0.38; N -0.72; O -0.66; O -0.91; O -0.56; Si 1.26; S 0.25; H 0.21; H 0.19; H 0.22; H 0.24; H 0.22; H 0.23; H 0.16; H 0.21; H -0.26; H -0.25; H -0.20

No. 6
C8H11N3 | ωB97M-V/def2-TZVPD

Element x y z (Å)
C (-2.353, 1.927, -0.222)
C (-1.383, 2.903, -0.416)
C (-1.985, 0.576, -0.038)
C (-0.042, 2.575, -0.431)
C (-0.657, 0.381, -0.074)
C (1.886, -0.314, -0.112)
C (0.815, -1.749, 1.539)
C (0.695, -2.317, -0.841)
N (1.614, 0.899, -0.294)
N (0.296, 1.277, -0.252)
N (0.907, -1.312, 0.168)
H (-3.411, 2.171, -0.207)
H (-1.672, 3.937, -0.557)
H (-2.727, -0.196, 0.103)
H (0.766, 3.283, -0.580)
H (2.941, -0.578, -0.194)
H (1.040, -0.945, 2.240)
H (-0.186, -2.136, 1.742)
H (1.512, -2.578, 1.731)
H (-0.213, -2.883, -0.625)
H (0.627, -1.889, -1.840)
H (1.527, -3.033, -0.839)

Properties
HOMO level (alpha / beta) = -18.30 / -18.85 eV
molecular weight = 149.20 u
charge = +2
frontier orbital gap (alpha / beta) = 9.183 / 6.061 eV
2S+1 = 3
LUMO (alpha / beta) = -9.1164 / -12.7879 eV

Okay, here come the natural (NBO) numbers, in e, for every atom: C -0.02; C -0.22; C -0.30; C 0.13; C 0.38; C 0.21; C -0.48; C -0.48; N -0.13; N -0.24; N -0.02; H 0.28; H 0.29; H 0.29; H 0.29; H 0.29; H 0.27; H 0.28; H 0.31; H 0.28; H 0.27; H 0.31

No. 7
C8H11N3O | ωB97M-V/def2-TZVPD

Element x y z (Å)
C (-0.558, 1.929, 1.961)
C (0.402, 0.590, 0.503)
C (-0.063, 0.496, -0.966)
C (0.317, -2.749, 1.793)
C (-0.674, -2.447, 3.006)
C (-0.199, -1.424, 2.077)
C (0.573, 0.965, -3.402)
C (1.061, 0.781, -1.985)
N (0.204, 1.929, 0.913)
N (-0.878, 0.732, 2.478)
N (-0.255, -0.175, 1.680)
O (-1.197, 0.427, -1.314)
H (-0.793, 2.834, 2.361)
H (1.404, 0.312, 0.418)
H (1.325, -2.959, 2.036)
H (-0.229, -3.219, 0.909)
H (-1.637, -3.023, 2.804)
H (-0.265, -2.586, 3.963)
H (0.133, 0.127, -3.978)
H (1.395, 1.488, -4.120)
H (-0.327, 1.640, -3.384)
H (1.563, 1.543, -1.520)
H (1.800, -0.071, -2.046)

Properties
HOMO level (alpha / beta) = -7.60 / -7.60 eV
molecular weight = 165.20 u
charge = 0
frontier orbital gap (alpha / beta) = 7.736 / 7.738 eV
LUMO (alpha / beta) = 0.1329 / 0.1336 eV

Okay, here come the natural (NBO) numbers, in e, for every atom: C 0.24; C -0.01; C 0.61; C -0.45; C -0.42; C 0.25; C -0.62; C -0.52; N -0.55; N -0.41; N -0.07; O -0.51; H 0.19; H 0.20; H 0.23; H 0.23; H 0.24; H 0.23; H 0.23; H 0.21; H 0.23; H 0.24; H 0.22

No. 8
C8H11N3O2 | ωB97M-V/def2-TZVPD

Element x y z (Å)
C (1.242, 1.603, 0.466)
C (-0.727, 1.075, 1.309)
C (-1.140, 1.196, -0.941)
C (0.563, -0.413, -1.815)
C (1.645, -0.516, -0.669)
C (0.288, -0.849, 2.338)
C (-0.838, -0.109, -1.311)
C (-1.692, -1.255, -0.842)
N (0.233, 2.083, 1.054)
N (1.399, 0.219, 0.525)
N (0.124, -0.148, 1.217)
O (-0.644, 2.171, -1.431)
O (-1.720, 1.263, 0.384)
H (1.935, 2.257, 0.120)
H (-1.247, 1.083, 2.182)
H (0.826, 0.397, -2.452)
H (0.621, -1.361, -2.285)
H (1.812, -1.577, -0.544)
H (2.632, -0.120, -0.855)
H (-0.480, -0.713, 3.201)
H (1.044, -1.650, 2.591)
H (-1.234, -1.980, -0.261)
H (-2.100, -1.843, -1.666)
H (-2.542, -0.813, -0.314)

Properties
HOMO level (alpha / beta) = -8.60 / -6.84 eV
molecular weight = 181.19 u
charge = 0
frontier orbital gap (alpha / beta) = 9.296 / 5.832 eV
LUMO (alpha / beta) = 0.6996 / -1.0072 eV

Okay, here come the natural (NBO) numbers, in e, for every atom: C 0.25; C 0.36; C 0.66; C -0.48; C -0.21; C -0.26; C 0.07; C -0.67; N -0.45; N -0.28; N -0.31; O -0.51; O -0.53; H 0.20; H 0.19; H 0.24; H 0.22; H 0.21; H 0.22; H 0.18; H 0.21; H 0.22; H 0.22; H 0.24

What did the fourth record say?
C8H11N2 | ωB97M-V/def2-TZVPD

Element x y z (Å)
C (0.985, -0.551, -1.905)
C (-0.131, -1.019, -1.414)
C (1.044, 1.173, -0.276)
C (-1.131, -1.863, 0.594)
C (-1.671, -0.650, 1.379)
C (-1.162, -1.669, -0.902)
C (-0.995, 0.600, 0.910)
C (1.823, 2.230, 0.533)
N (0.068, 0.566, 0.277)
N (1.481, 0.674, -1.514)
H (1.637, -1.149, -2.551)
H (-1.748, -2.730, 0.783)
H (-0.105, -2.106, 0.840)
H (-2.685, -0.620, 1.206)
H (-1.608, -0.882, 2.470)
H (-2.164, -1.827, -1.344)
H (-1.740, 1.436, 0.860)
H (1.769, 1.914, 1.524)
H (2.869, 2.322, 0.396)
H (1.255, 3.069, 0.258)
H (2.210, 1.082, -2.122)

Properties
HOMO level = -12.80 eV
molecular weight = 135.19 u
charge = +1
frontier orbital gap = 8.436 eV
LUMO = -4.3621 eV

Okay, here come the natural (NBO) numbers, in e, for every atom: C -0.13; C 0.06; C 0.54; C -0.42; C -0.48; C -0.21; C 0.27; C -0.65; N -0.38; N -0.51; H 0.25; H 0.24; H 0.23; H 0.24; H 0.28; H 0.25; H 0.21; H 0.25; H 0.26; H 0.25; H 0.45

molecular weight of number 5 (C8H11N2O3SSi)?
243.34 u